54
Properties=species:S:1:pos:R:3 method="wB97M-V/def2-TZVPD" total_energy_ev=-32445.0023 smiles="CCCCCCCCNC(=S)NCC[NH+]1CCCCC1" orbital_gap_ev=9.854 total_charge=+1 homo_energy_ev=-12.07
C 0.778 -6.104 -1.196
C -0.644 -6.621 -1.379
C -1.673 -5.508 -1.585
C -1.885 -4.644 -0.343
C -2.978 -3.601 -0.568
C -3.354 -2.823 0.695
C -2.211 -2.032 1.335
C -1.656 -0.951 0.412
N -0.674 -0.155 1.125
C 0.105 0.798 0.623
S 1.222 1.538 1.637
N -0.046 1.163 -0.670
C 0.929 1.924 -1.422
C 0.738 3.443 -1.285
N 1.391 3.959 -0.065
C 0.681 5.098 0.551
C 1.306 5.431 1.900
C 2.783 5.768 1.733
C 3.489 4.606 1.043
C 2.812 4.298 -0.286
H 1.065 -5.471 -2.033
H 0.875 -5.531 -0.277
H 1.475 -6.937 -1.145
H -0.929 -7.217 -0.510
H -0.668 -7.277 -2.251
H -2.627 -5.962 -1.862
H -1.357 -4.876 -2.419
H -2.169 -5.286 0.494
H -0.947 -4.151 -0.085
H -3.877 -4.110 -0.921
H -2.671 -2.913 -1.360
H -3.728 -3.528 1.438
H -4.168 -2.136 0.456
H -1.407 -2.711 1.622
H -2.591 -1.555 2.242
H -1.180 -1.415 -0.460
H -2.477 -0.309 0.068
H -0.556 -0.356 2.108
H -0.756 0.683 -1.200
H 0.827 1.649 -2.472
H 1.935 1.646 -1.091
H -0.331 3.659 -1.236
H 1.151 3.953 -2.158
H 1.373 3.119 0.661
H -0.368 4.823 0.684
H 0.739 5.957 -0.123
H 0.770 6.271 2.340
H 1.198 4.575 2.569
H 3.234 5.952 2.707
H 2.893 6.676 1.137
H 4.535 4.849 0.860
H 3.455 3.721 1.681
H 3.303 3.455 -0.774
H 2.863 5.167 -0.949

57
Properties=species:S:1:pos:R:3 method="wB97M-V/def2-TZVPD" total_energy_ev=-58505.8204 orbital_gap_ev="3.621 / 3.787" total_charge=+2 homo_energy_ev="-12.89 / -13.06"
P 0.077 1.180 2.324
P -2.389 -1.168 0.019
C -0.475 1.160 0.537
C -1.840 0.598 0.032
H 0.348 0.747 -0.103
H -0.478 2.217 0.232
H -2.606 1.049 0.689
H -2.026 0.946 -0.987
C -1.962 -2.335 -1.554
H -2.683 -3.178 -1.553
H -0.955 -2.820 -1.512
H -2.058 -1.831 -2.546
C -4.097 -1.158 -0.471
H -4.208 -1.096 -1.531
H -4.635 -0.369 0.064
H -4.398 -2.126 -0.113
C 1.957 1.014 2.244
H 2.287 1.096 3.283
H 2.505 1.798 1.686
H 2.295 0.023 1.887
C 0.177 2.976 2.567
H -0.838 3.327 2.747
H 0.648 3.543 1.754
H 0.755 3.078 3.482
Sn 1.782 -0.822 -0.387
C 0.211 0.633 -2.388
C 0.887 -0.620 -2.327
C 2.177 -0.913 -3.074
C 3.273 0.106 -2.705
C 3.137 0.621 -1.253
C 2.350 1.773 -0.948
C 1.640 2.654 -1.909
C 0.827 1.839 -2.980
C 1.495 -2.383 1.126
H -0.889 0.646 -2.403
H 0.191 -1.469 -2.236
H 1.877 -0.974 -4.141
H 2.560 -1.918 -2.783
H 4.250 -0.374 -2.810
H 3.320 0.961 -3.396
H 4.051 0.643 -0.623
H 2.662 2.338 -0.059
H 2.336 3.343 -2.431
H 0.896 3.314 -1.410
H 0.046 2.541 -3.342
H 1.410 1.586 -3.886
H 0.679 -2.085 1.830
H 2.477 -2.336 1.660
H 1.241 -3.425 0.759
C -2.934 -1.795 4.480
S -2.146 -1.908 2.818
O -2.025 -3.248 2.262
O -3.079 -1.056 1.864
O -0.912 -1.125 2.957
H -3.862 -2.333 4.599
H -3.103 -0.715 4.703
H -2.226 -2.169 5.257

61
Properties=species:S:1:pos:R:3 method="wB97M-V/def2-TZVPD" s_squared=2.012 total_energy_ev=-61568.9894 spin_multiplicity=3 orbital_gap_ev="8.783 / 5.546" homo_energy_ev="-8.32 / -9.25"
Au 1.295 -0.264 0.359
O 1.285 -1.789 -1.633
S 1.518 -2.690 -0.500
O 1.947 -4.025 -0.818
O 0.317 -2.665 0.374
O 2.607 -1.979 0.340
S 0.797 -0.998 2.842
C 0.747 -2.696 2.569
N -0.389 -3.339 2.850
C -0.533 -4.708 2.386
C 0.736 -5.455 2.770
C 1.932 -4.755 2.136
N 1.904 -3.343 2.476
H -1.220 -2.767 2.830
H -0.656 -4.702 1.297
H -1.419 -5.142 2.852
H 0.685 -6.488 2.434
H 0.842 -5.443 3.855
H 1.921 -4.854 1.039
H 2.874 -5.166 2.510
H 2.627 -2.794 2.001
C -2.033 -0.673 -1.351
C -1.409 0.604 -1.923
C -2.526 1.571 -2.333
C -0.664 0.184 -3.189
Si -0.155 1.390 -0.620
C 1.221 2.555 -1.449
C 0.614 3.596 -2.389
C 2.002 3.287 -0.356
C 2.240 1.720 -2.229
C -1.105 2.263 0.909
C -1.625 3.635 0.486
C -2.283 1.403 1.358
C -0.197 2.425 2.128
H -2.669 -1.127 -2.112
H -2.648 -0.484 -0.477
H -1.259 -1.391 -1.087
H -3.134 1.101 -3.106
H -2.119 2.493 -2.741
H -3.182 1.816 -1.502
H -1.356 -0.340 -3.848
H 0.144 -0.499 -2.942
H -0.278 1.041 -3.734
H -0.094 4.236 -1.870
H 0.109 3.133 -3.232
H 1.409 4.228 -2.786
H 1.389 4.032 0.140
H 2.853 3.800 -0.805
H 2.380 2.582 0.382
H 1.794 1.193 -3.064
H 2.705 0.976 -1.585
H 3.021 2.375 -2.617
H -2.263 3.568 -0.390
H -0.813 4.323 0.272
H -2.213 4.064 1.297
H -3.061 1.359 0.604
H -2.719 1.835 2.257
H -1.949 0.398 1.594
H 0.650 3.072 1.935
H 0.176 1.462 2.464
H -0.769 2.860 2.946

89
Properties=species:S:1:pos:R:3 method="wB97M-V/def2-TZVPD" total_energy_ev=-161155.4217 orbital_gap_ev=5.389 total_charge=-1 homo_energy_ev=-4.03
C 6.731 -1.798 2.255
C 6.006 -2.083 3.588
O 4.602 -1.951 3.665
B 3.906 -1.442 2.507
I 3.506 -3.033 0.896
H 6.481 -2.502 1.449
H 6.698 -0.756 1.888
H 7.809 -1.978 2.454
H 6.262 -3.126 3.870
H 6.487 -1.458 4.369
H 2.779 -1.148 2.864
H 4.352 -0.456 2.024
C -0.254 -2.481 2.683
C -0.658 -3.804 3.279
O -2.069 -3.667 3.543
S -2.716 -2.708 2.425
O -3.306 -3.525 1.425
O -3.447 -1.677 3.090
O -1.366 -2.100 1.850
H -0.125 -1.719 3.455
H 0.656 -2.558 2.093
H -0.117 -4.031 4.194
H -0.525 -4.620 2.565
C -1.957 -3.454 -3.191
C -0.453 -3.641 -3.218
O 0.060 -2.496 -2.543
S -0.981 -2.042 -1.394
O -0.554 -2.571 -0.153
O -1.259 -0.660 -1.572
O -2.241 -2.895 -1.910
H -2.280 -2.742 -3.956
H -2.496 -4.391 -3.319
H -0.056 -3.697 -4.229
H -0.151 -4.532 -2.660
C -6.482 0.047 0.084
C -5.926 1.026 -0.927
O -4.786 0.361 -1.484
S -5.050 -1.221 -1.516
O -5.502 -1.584 -2.817
O -3.959 -1.870 -0.896
O -6.319 -1.240 -0.527
H -5.905 0.060 1.012
H -7.529 0.232 0.306
H -5.634 1.971 -0.477
H -6.638 1.212 -1.731
C 4.971 1.906 -2.254
C 5.562 3.049 -1.456
O 5.076 2.847 -0.122
S 4.921 1.262 0.155
O 6.078 0.806 0.844
O 3.608 1.033 0.617
O 5.022 0.780 -1.381
H 3.924 2.095 -2.506
H 5.532 1.705 -3.164
H 5.254 4.022 -1.829
H 6.643 2.994 -1.433
C -9.602 3.437 -3.787
C -9.019 4.564 -2.960
O -9.533 4.345 -1.641
S -9.705 2.770 -1.389
O -8.565 2.293 -0.688
O -11.025 2.528 -0.935
O -9.578 2.299 -2.918
H -10.641 3.638 -4.059
H -9.024 3.239 -4.686
H -9.310 5.546 -3.325
H -7.929 4.502 -2.915
C -2.190 -1.704 7.144
C -2.528 -0.691 6.073
O -1.759 0.470 6.418
S -0.381 0.011 7.104
O 0.643 0.013 6.128
O -0.250 0.697 8.341
O -0.795 -1.517 7.398
H -2.735 -1.503 8.070
H -2.386 -2.725 6.823
H -3.588 -0.452 6.045
H -2.209 -1.034 5.088
C 7.849 2.540 -6.131
C 9.166 2.695 -5.399
O 9.099 4.001 -4.812
S 7.578 4.335 -4.423
O 7.382 4.042 -3.046
O 7.235 5.590 -4.985
O 6.884 3.166 -5.278
H 7.858 3.070 -7.085
H 7.587 1.498 -6.298
H 10.024 2.619 -6.061
H 9.263 1.964 -4.593